{
  "formula": "C8H21AlClO10P2",
  "method": "ωB97M-V/def2-TZVPD",
  "elements": ["O", "P", "O", "O", "Al", "P", "O", "Cl", "H", "H", "H", "H", "H", "C", "C", "O", "C", "O", "O", "C", "H", "H", "H", "H", "H", "H", "H", "H", "C", "C", "O", "C", "O", "O", "C", "H", "H", "H", "H", "H", "H", "H", "H"],
  "xyz": [[1.465, 1.227, 5.032], [0.466, 2.353, 5.094], [0.917, 3.312, 6.410], [-1.066, 1.831, 5.548], [0.486, 3.755, 3.194], [0.956, 2.651, 1.173], [1.166, 0.978, 1.442], [2.895, 3.341, 0.582], [0.560, 4.166, 6.197], [-1.367, 1.176, 4.935], [-0.869, 4.604, 3.057], [1.674, 4.808, 3.465], [1.254, 0.637, 0.566], [1.021, -1.055, -5.686], [1.436, -1.817, -4.445], [2.743, -1.440, -4.003], [2.801, -0.273, -3.362], [1.871, 0.438, -3.112], [4.067, -0.052, -3.027], [4.290, 1.206, -2.377], [1.770, -1.169, -6.471], [0.063, -1.420, -6.056], [0.924, 0.010, -5.479], [1.497, -2.882, -4.667], [0.716, -1.691, -3.636], [3.634, 1.334, -1.519], [4.148, 2.023, -3.083], [5.321, 1.209, -2.034], [-1.895, -1.644, 2.875], [-1.332, -2.133, 1.559], [-2.322, -2.832, 0.783], [-3.206, -2.062, 0.162], [-3.235, -0.866, 0.163], [-4.056, -2.858, -0.492], [-5.101, -2.152, -1.155], [-2.354, -2.466, 3.426], [-1.108, -1.204, 3.489], [-2.667, -0.891, 2.715], [-0.541, -2.856, 1.749], [-0.897, -1.320, 0.977], [-4.701, -1.382, -1.811], [-5.778, -1.710, -0.425], [-5.647, -2.880, -1.751]],
  "forces_ev_per_a": [[-1.3, 0.8, 0.1], [1.5, -1.2, 1.1], [-0.8, -1.5, -1.0], [1.2, 1.1, 0.7], [0.4, 1.0, 0.4], [-0.3, -1.0, -1.1], [0.1, 1.6, 0.9], [-0.1, -0.2, 0.4], [-0.2, 1.0, 0.1], [-0.2, -0.7, -0.6], [-0.2, -0.3, -0.1], [0.0, -0.1, 0.1], [0.0, -0.7, -0.9], [0.1, 0.2, 0.0], [-0.4, -0.2, -0.2], [0.0, -0.2, -0.1], [0.3, -0.2, 0.2], [-0.4, 0.3, 0.0], [0.2, 0.0, 0.0], [0.1, 0.2, 0.2], [0.0, -0.1, 0.0], [0.0, 0.0, 0.0], [-0.1, 0.0, 0.1], [0.2, 0.0, 0.1], [0.1, 0.1, 0.0], [-0.1, 0.0, -0.1], [-0.1, 0.0, 0.0], [0.0, -0.2, -0.1], [-0.3, 0.1, 0.1], [0.4, 0.2, 0.4], [0.1, -0.2, 0.0], [0.3, -0.3, 0.1], [-0.1, 0.5, 0.0], [-0.2, -0.1, -0.1], [-0.2, 0.0, -0.2], [0.1, -0.1, 0.0], [0.1, 0.0, -0.1], [0.1, 0.1, -0.1], [-0.1, -0.2, -0.1], [-0.2, 0.1, 0.0], [0.0, 0.1, 0.1], [0.1, 0.1, 0.0], [0.1, -0.1, 0.1]],
  "nbo_charge": [-1.12, 1.77, -0.98, -1.01, 0.51, 0.46, -0.96, -0.40, 0.48, 0.48, -0.36, -0.34, 0.47, -0.64, -0.07, -0.50, 0.98, -0.64, -0.50, -0.26, 0.21, 0.21, 0.23, 0.18, 0.20, 0.22, 0.19, 0.19, -0.64, -0.07, -0.50, 0.98, -0.64, -0.50, -0.26, 0.20, 0.24, 0.22, 0.19, 0.21, 0.20, 0.19, 0.19],
  "gap_ev": 6.783,
  "e_above_lowest_ev": 0.643,
  "total_energy_ev": -66814.12479,
  "max_force_ha_per_bohr": 0.043,
  "homo_energy_ev": -4.52,
  "lumo_energy_ev": 2.263,
  "charge": -1
}